{"formula": "C29H31CrN6S3Sb2", "method": "ωB97M-V/def2-TZVPD", "total_energy_ev": -113519.1715, "s_squared": 3.83, "spin_multiplicity": 4, "total_charge": 0, "fmax_ev_per_a": 1.30, "elements": ["Cr", "N", "C", "S", "N", "N", "C", "C", "C", "C", "C", "C", "C", "C", "C", "C", "C", "C", "N", "H", "H", "H", "H", "H", "H", "H", "H", "H", "H", "H", "C", "Sb", "C", "C", "C", "C", "C", "C", "C", "C", "C", "Sb", "C", "C", "H", "H", "H", "H", "H", "H", "H", "H", "H", "H", "H", "H", "H", "H", "H", "H", "H", "H", "H", "H", "S", "C", "C", "N", "C", "S", "C", "N"], "positions_angstrom": [[-1.0016, -0.6675, -0.7555], [-0.7124, -4.1744, 1.6624], [-0.4878, -3.1466, 0.8156], [-0.6167, -1.5132, 1.4613], [-0.0840, -3.4491, -0.3927], [0.1436, -2.2873, -1.0886], [1.1425, -2.2109, -1.8748], [2.0501, -3.3340, -2.1926], [2.2850, -3.6638, -3.5231], [3.1527, -4.6968, -3.8454], [3.7904, -5.4037, -2.8357], [3.5482, -5.0826, -1.5061], [2.6781, -4.0534, -1.1824], [1.4231, -0.8270, -2.3463], [2.4466, -0.5173, -3.2170], [2.6565, 0.8096, -3.5629], [1.8429, 1.7854, -3.0216], [0.8515, 1.4000, -2.1340], [0.6548, 0.1298, -1.7901], [-1.2138, -3.9823, 2.5110], [-0.7891, -5.0949, 1.2625], [1.7680, -3.1259, -4.3112], [3.3246, -4.9507, -4.8831], [4.4717, -6.2069, -3.0848], [4.0320, -5.6415, -0.7156], [2.4821, -3.8080, -0.1445], [3.0697, -1.3062, -3.6164], [3.4483, 1.0710, -4.2529], [1.9645, 2.8302, -3.2683], [0.1974, 2.1288, -1.6780], [-4.0527, 1.8569, -0.2033], [-2.0316, 1.5529, 0.3251], [-1.3767, 3.5501, -0.0311], [-2.3030, 1.5973, 2.4725], [-1.5480, 2.6761, 3.1704], [-2.1333, 3.9214, 3.4059], [-1.4323, 4.9482, 4.0154], [-0.1139, 4.7286, 4.4121], [0.4631, 3.4874, 4.1955], [-0.2402, 2.4506, 3.5783], [0.4044, 1.1197, 3.3318], [1.3949, 1.0857, 1.4059], [2.3040, -0.8370, 1.6786], [3.1074, 2.2061, 2.0503], [-4.3822, 2.8073, 0.2148], [-4.6414, 1.0378, 0.2028], [-4.1515, 1.8713, -1.2867], [-1.8444, 4.1955, 0.7136], [-1.6946, 3.8517, -1.0297], [-0.2948, 3.6348, 0.0597], [-2.0690, 0.5984, 2.8365], [-3.3777, 1.7459, 2.5896], [-3.1644, 4.0803, 3.1039], [-1.9087, 5.9047, 4.1855], [0.4530, 5.5124, 4.8971], [1.4814, 3.3033, 4.5231], [-0.3045, 0.2935, 3.3272], [1.1748, 0.9085, 4.0756], [3.1542, -0.7361, 2.3532], [2.6433, -1.2371, 0.7241], [1.5691, -1.5201, 2.1044], [3.3844, 1.8890, 3.0570], [2.9055, 3.2767, 2.0458], [3.9351, 2.0011, 1.3697], [-1.9448, -0.0450, -2.8369], [-3.5652, -0.7046, -2.8407], [-4.3533, -0.4774, -4.0242], [-4.9559, -0.2775, -4.9831], [-4.0510, -1.3787, -1.7858], [-3.1136, -1.6347, -0.3297], [-5.3908, -1.9097, -1.7942], [-6.4541, -2.3464, -1.7693]], "forces_ev_per_a": [[-0.932, 0.356, -0.095], [-0.055, 0.068, 0.187], [0.116, -0.159, -0.102], [-1.050, -0.653, -0.386], [-0.221, 0.417, 0.175], [-0.147, -0.537, 0.295], [0.528, 0.310, -0.409], [-0.014, 0.076, -0.071], [-0.029, -0.080, -0.142], [-0.015, -0.002, 0.028], [-0.024, 0.027, 0.015], [0.005, 0.001, -0.014], [0.091, -0.027, 0.163], [-0.144, -0.345, 0.108], [0.261, 0.068, -0.227], [0.070, -0.083, -0.045], [-0.117, 0.048, 0.074], [0.096, 0.010, -0.087], [0.169, -0.083, -0.071], [-0.031, -0.031, -0.014], [-0.001, -0.009, -0.020], [0.029, -0.037, 0.041], [-0.005, -0.008, 0.008], [-0.015, -0.002, 0.009], [0.014, 0.014, -0.012], [0.033, -0.026, -0.109], [-0.035, 0.111, 0.035], [-0.012, 0.000, 0.017], [0.000, -0.006, 0.001], [-0.013, 0.006, 0.024], [-0.082, 0.055, -0.019], [-0.248, 0.172, 0.059], [0.042, 0.037, 0.025], [-0.442, 0.063, -0.056], [-0.304, 0.026, -0.123], [-0.095, 0.013, -0.055], [0.207, -0.115, 0.032], [-0.187, -0.071, -0.095], [0.080, -0.017, 0.056], [0.463, -0.212, 0.158], [0.246, 0.184, 0.182], [0.232, 0.100, 0.164], [0.519, -0.017, 0.326], [0.093, 0.000, 0.088], [-0.067, 0.001, -0.015], [-0.047, -0.003, -0.005], [-0.015, 0.000, -0.022], [0.034, -0.006, -0.072], [0.009, -0.016, 0.014], [-0.010, 0.019, 0.014], [-0.102, 0.068, -0.016], [-0.004, -0.007, -0.016], [0.034, -0.004, 0.013], [0.011, 0.001, 0.011], [-0.009, 0.006, -0.003], [-0.026, 0.022, -0.010], [0.151, 0.114, 0.158], [0.003, 0.008, -0.012], [0.142, 0.018, -0.060], [0.041, -0.022, -0.075], [0.501, 0.248, -0.024], [0.055, 0.044, -0.035], [-0.018, -0.031, 0.011], [-0.002, 0.024, 0.031], [0.091, -0.092, -0.162], [-0.003, 0.220, -0.331], [0.188, -0.063, 0.228], [-0.006, 0.017, -0.003], [-0.281, -0.160, 0.248], [-0.015, -0.141, -0.012], [0.285, 0.077, 0.018], [-0.014, 0.011, 0.008]]}

---

{"formula": "C43H44N3", "method": "ωB97M-V/def2-TZVPD", "total_energy_ev": -49767.5636, "spin_multiplicity": 1, "total_charge": 1, "fmax_ev_per_a": 1.90, "elements": ["C", "C", "N", "C", "C", "C", "C", "H", "H", "H", "H", "H", "H", "H", "H", "H", "H", "H", "H", "H", "H", "H", "C", "C", "C", "C", "N", "C", "C", "C", "C", "C", "C", "C", "C", "C", "C", "C", "C", "C", "C", "C", "N", "C", "C", "C", "C", "C", "C", "C", "C", "C", "C", "C", "C", "C", "C", "C", "C", "C", "C", "H", "H", "H", "H", "H", "H", "H", "H", "H", "H", "H", "H", "H", "H", "H", "H", "H", "H", "H", "H", "H", "H", "H", "H", "H", "H", "H", "H", "H"], "positions_angstrom": [[-2.6846, -1.4529, -5.0510], [-2.5745, -1.1449, -3.5660], [-1.8813, 0.1116, -3.0785], [-0.4669, 0.1580, -3.5086], [-0.1871, 0.4214, -4.9900], [-2.5924, 1.3843, -3.4800], [-3.8535, 1.2880, -4.2975], [-3.1071, -2.4666, -5.1568], [-3.3570, -0.7722, -5.5893], [-1.7164, -1.4552, -5.5428], [-3.5700, -1.1068, -3.1125], [-2.0441, -1.9743, -3.0792], [-0.0047, 0.9420, -2.8759], [0.0057, -0.7893, -3.1966], [0.7968, 0.9080, -5.0985], [-0.1401, -0.5261, -5.5443], [-0.9433, 1.0785, -5.4433], [-2.8158, 1.8712, -2.5259], [-1.8623, 2.0433, -3.9673], [-4.3282, 2.2724, -4.3385], [-3.6470, 1.0092, -5.3288], [-4.5536, 0.5893, -3.8400], [6.6980, -2.9045, -2.5996], [5.6579, -3.5809, -3.2580], [4.4592, -3.8239, -2.5931], [4.3125, -3.4313, -1.2563], [3.0895, -3.7582, -0.5851], [3.1341, -4.8659, 0.3221], [3.5648, -4.6597, 1.6341], [3.7824, -5.7578, 2.4618], [3.5205, -7.0513, 1.9964], [3.0814, -7.2442, 0.6812], [2.8919, -6.1525, -0.1620], [1.9707, -2.9125, -0.6250], [0.6989, -3.4521, -0.9119], [-0.3957, -2.6067, -1.0811], [-0.2887, -1.2117, -0.8457], [-1.4744, -0.3600, -0.8766], [-1.5096, 0.7066, 0.1244], [-2.1751, 1.9393, -0.0873], [-2.2601, 2.9003, 0.9061], [-1.8182, 2.6056, 2.2163], [-1.9848, 3.5395, 3.2263], [-1.8056, 3.2682, 4.6216], [-0.7283, 3.8816, 5.2748], [-0.5641, 3.6895, 6.6446], [-1.5163, 2.9612, 7.3728], [-2.6460, 2.4369, 6.7258], [-2.7706, 2.5571, 5.3410], [-2.1263, 4.9116, 2.8734], [-3.2966, 5.5744, 3.2482], [-3.4770, 6.8927, 2.8355], [-2.4403, 7.5544, 2.1573], [-1.2271, 6.9026, 1.8846], [-1.0909, 5.5477, 2.1881], [-1.1877, 1.3702, 2.4794], [-0.9789, 0.4889, 1.4305], [1.0087, -0.6862, -0.5470], [2.1112, -1.5160, -0.4369], [5.3852, -2.8686, -0.5642], [6.5629, -2.5683, -1.2469], [7.6088, -2.6496, -3.1387], [5.7777, -3.9127, -4.2892], [3.6214, -4.3299, -3.0796], [3.7439, -3.6318, 1.9617], [4.1629, -5.5878, 3.4647], [3.6631, -7.9020, 2.6564], [2.8944, -8.2434, 0.2971], [2.5647, -6.2651, -1.2003], [0.5991, -4.5370, -1.0388], [-1.3626, -3.0283, -1.3526], [-2.4407, -0.8548, -1.0941], [-2.6111, 2.1632, -1.0600], [-2.6808, 3.8881, 0.7046], [-0.0334, 4.4950, 4.6880], [0.3057, 4.1248, 7.1322], [-1.3924, 2.8135, 8.4471], [-3.4319, 1.9388, 7.2877], [-3.6300, 2.1446, 4.7983], [-4.0574, 5.0266, 3.8121], [-4.4221, 7.3936, 3.0535], [-2.5767, 8.5934, 1.8430], [-0.3888, 7.4288, 1.4312], [-0.1984, 4.9768, 1.9197], [-0.8481, 1.1539, 3.4878], [-0.4231, -0.4190, 1.6551], [1.1619, 0.3857, -0.3744], [3.1079, -1.1440, -0.1570], [5.2677, -2.6563, 0.5022], [7.3780, -2.0697, -0.7162]], "forces_ev_per_a": [[-0.337, -0.222, -0.367], [0.241, 0.494, 1.182], [0.090, -0.462, -1.661], [0.372, 0.136, 0.451], [0.353, -0.060, -0.154], [0.715, 0.290, 1.185], [-0.134, 0.168, -0.199], [0.146, 0.343, 0.109], [0.376, -0.402, 0.202], [-0.193, -0.103, 0.003], [0.054, -0.166, -0.090], [-0.052, 0.211, -0.124], [-0.102, -0.245, -0.393], [-0.192, 0.400, -0.230], [-0.400, -0.147, 0.050], [0.039, 0.537, 0.057], [0.308, -0.278, 0.001], [-0.217, -0.025, -0.710], [-0.213, -0.193, 0.085], [0.060, -0.096, 0.168], [-0.147, 0.035, 0.111], [-0.131, 0.075, -0.231], [-0.383, -0.187, 0.144], [0.151, 0.302, 0.184], [-0.027, 0.177, 0.256], [0.385, -0.152, -0.077], [-0.641, 0.417, 0.195], [0.115, -0.430, -0.132], [-0.091, -0.088, -0.273], [-0.198, -0.025, -0.114], [0.008, 0.316, -0.260], [-0.043, 0.082, 0.158], [0.037, 0.189, 0.203], [0.245, -0.046, -0.223], [-0.368, 0.214, -0.030], [0.429, -0.087, 0.435], [0.026, 0.168, -0.418], [-0.157, -1.584, 1.041], [-0.244, 1.056, 0.064], [-0.032, -0.028, 0.355], [0.024, -0.237, -0.144], [0.152, 0.235, 0.642], [0.051, -0.571, -0.538], [0.122, 0.320, 0.319], [-0.137, -0.384, -0.067], [-0.244, -0.117, -0.029], [-0.146, 0.062, -0.256], [0.483, 0.048, -0.159], [0.051, 0.142, -0.180], [-0.191, 0.207, 0.103], [0.196, 0.057, -0.402], [0.331, 0.039, -0.025], [0.032, 0.002, 0.093], [-0.400, -0.186, -0.028], [-0.280, 0.338, 0.255], [-0.249, 0.221, -0.739], [0.037, -0.136, -0.088], [-0.070, -0.032, 0.097], [-0.017, -0.270, -0.143], [-0.184, 0.178, -0.171], [0.069, -0.019, -0.156], [-0.173, -0.143, 0.162], [-0.001, 0.169, 0.243], [0.313, 0.166, 0.087], [-0.003, -0.421, 0.037], [-0.128, -0.150, -0.081], [0.031, 0.115, -0.142], [0.031, 0.108, 0.168], [0.193, -0.081, 0.381], [0.021, 0.531, 0.016], [0.187, 0.047, 0.151], [0.808, 0.359, 0.111], [0.255, -0.019, 0.714], [0.005, -0.480, -0.015], [-0.250, -0.307, 0.339], [-0.234, -0.110, 0.031], [-0.048, 0.125, -0.330], [0.237, 0.008, -0.037], [0.337, 0.151, 0.305], [0.239, 0.256, -0.235], [0.370, -0.030, -0.085], [0.079, -0.377, 0.190], [-0.318, -0.024, -0.035], [-0.232, 0.256, 0.130], [0.027, -0.068, -0.227], [-0.238, 0.061, -0.172], [-0.300, -0.427, -0.099], [-0.602, -0.004, -0.321], [0.151, 0.017, -0.399], [-0.239, -0.207, -0.225]]}

---

{"formula": "C24H34F5HfN10S2", "method": "ωB97M-V/def2-TZVPD", "total_energy_ev": -76884.6094, "spin_multiplicity": 1, "total_charge": 3, "fmax_ev_per_a": 1.12, "elements": ["Hf", "N", "C", "N", "C", "C", "S", "C", "C", "S", "C", "N", "N", "H", "H", "H", "H", "H", "H", "C", "N", "C", "C", "N", "C", "C", "C", "C", "C", "C", "N", "C", "N", "C", "C", "N", "C", "C", "N", "C", "C", "H", "H", "H", "H", "H", "H", "H", "H", "H", "H", "H", "H", "H", "H", "H", "H", "H", "H", "H", "H", "H", "H", "H", "H", "H", "H", "H", "H", "F", "C", "F", "C", "F", "F", "F"], "positions_angstrom": [[-0.4663, 0.1239, -0.6871], [-1.2537, -3.5837, -0.5755], [-2.2587, -2.6940, -0.6473], [-2.0788, -1.3772, -0.6307], [-3.3116, -0.7021, -0.7976], [-4.3763, -1.5238, -0.8596], [-3.8985, -3.1808, -0.7738], [-3.3460, 0.7631, -0.9188], [-4.3925, 1.4915, -1.3510], [-4.0297, 3.1801, -1.3217], [-2.4514, 2.8247, -0.7518], [-2.2038, 1.5281, -0.5956], [-1.5427, 3.7812, -0.5019], [-0.3184, -3.3022, -0.8186], [-1.4496, -4.5662, -0.6975], [-5.4187, -1.2661, -0.9539], [-5.3533, 1.1519, -1.7021], [-1.7719, 4.7541, -0.6334], [-0.7689, 3.5868, 0.1110], [-2.5106, 1.4361, 2.5269], [-2.3219, -0.0127, 2.4758], [-3.5124, -0.7934, 2.8202], [-1.1201, -0.5744, 2.3008], [-0.2277, 0.0136, 1.4243], [1.1439, 0.0877, 1.8451], [1.5273, 0.2438, 3.1708], [2.8731, 0.2611, 3.5039], [3.8369, 0.1158, 2.5146], [3.4595, 0.0015, 1.1854], [2.1124, 0.0277, 0.8407], [1.6484, -0.0482, -0.5221], [2.5478, 0.4354, -1.4748], [2.8385, -0.3188, -2.5244], [2.7892, -1.7808, -2.4855], [3.2487, 0.2406, -3.8191], [3.0642, 1.6568, -1.3395], [2.4589, 2.6764, -0.4953], [4.4198, 1.9934, -1.8022], [-0.7996, -1.7046, 2.9245], [0.2782, -2.5808, 2.4751], [-1.3252, -2.0490, 4.2545], [-3.2924, 1.7373, 1.8302], [-1.5786, 1.9401, 2.2882], [-2.8201, 1.7148, 3.5354], [-4.3364, -0.4171, 2.2144], [-3.7830, -0.6906, 3.8710], [-3.3458, -1.8420, 2.5867], [0.7810, 0.3446, 3.9502], [3.1687, 0.3791, 4.5369], [4.8849, 0.0961, 2.7791], [4.2181, -0.1090, 0.4198], [3.7672, -2.1638, -2.7753], [2.0456, -2.1485, -3.1913], [2.5598, -2.1191, -1.4792], [2.9398, 1.2803, -3.8838], [2.7351, -0.3296, -4.5928], [4.3230, 0.1572, -3.9753], [1.3854, 2.4998, -0.3940], [2.5906, 3.6445, -0.9761], [2.9144, 2.6930, 0.4963], [4.9628, 1.0879, -2.0536], [4.9348, 2.4879, -0.9787], [4.3943, 2.6639, -2.6596], [0.5462, -2.3581, 1.4459], [-0.0696, -3.6111, 2.5400], [1.1592, -2.4534, 3.1053], [-1.8307, -1.1938, 4.6911], [-0.4748, -2.3094, 4.8835], [-2.0027, -2.9005, 4.2065], [-0.0539, -0.9549, -2.7193], [-0.9703, 0.1484, -2.9176], [-0.0018, 1.2390, -2.6286], [-1.2917, 0.2664, -4.3954], [-2.0423, -0.7747, -4.7395], [-1.9638, 1.3969, -4.5726], [-0.1915, 0.2817, -5.1410]], "forces_ev_per_a": [[-0.634, 0.031, -0.924], [-0.039, 0.013, 0.038], [0.152, -0.133, 0.007], [-0.200, 0.118, -0.083], [-0.127, -0.126, 0.057], [0.089, -0.002, 0.059], [0.007, 0.100, -0.007], [-0.078, 0.055, -0.030], [0.103, 0.079, 0.067], [-0.006, -0.089, 0.008], [0.140, 0.066, 0.022], [-0.099, -0.115, 0.057], [0.005, -0.066, -0.023], [0.028, 0.015, 0.000], [-0.019, 0.008, 0.012], [-0.002, 0.016, 0.002], [0.000, -0.023, 0.009], [-0.026, -0.001, -0.003], [0.006, 0.035, 0.024], [0.030, -0.015, 0.012], [-0.020, -0.063, -0.017], [0.038, 0.033, -0.038], [0.229, 0.087, 0.037], [0.007, -0.111, 0.103], [0.097, 0.129, -0.080], [0.079, -0.021, 0.008], [-0.020, 0.002, 0.002], [-0.005, -0.003, 0.001], [-0.049, 0.054, 0.043], [0.013, -0.063, 0.002], [0.083, 0.333, 0.372], [-0.177, -0.262, 0.050], [0.061, 0.040, -0.021], [-0.002, 0.025, 0.063], [-0.071, -0.014, 0.045], [0.077, 0.040, -0.077], [-0.073, -0.005, -0.010], [-0.056, 0.015, 0.012], [-0.099, -0.018, 0.033], [-0.045, -0.054, -0.033], [0.033, 0.027, -0.064], [-0.004, 0.011, 0.009], [-0.021, 0.014, 0.014], [0.005, 0.030, -0.008], [-0.024, -0.018, 0.003], [-0.025, 0.001, -0.020], [-0.045, 0.009, -0.003], [-0.028, 0.002, -0.013], [0.004, 0.001, 0.008], [0.011, -0.001, -0.007], [0.008, 0.001, -0.007], [-0.010, -0.040, -0.008], [0.019, -0.016, -0.001], [0.021, -0.009, -0.017], [0.019, -0.014, -0.028], [0.029, 0.034, -0.006], [-0.011, -0.013, -0.033], [0.039, -0.007, 0.012], [0.037, 0.002, 0.015], [-0.018, 0.020, 0.000], [0.017, 0.016, 0.001], [0.013, 0.002, -0.014], [0.033, 0.004, 0.004], [0.007, -0.034, 0.003], [0.016, -0.006, 0.025], [0.000, -0.039, -0.024], [0.033, -0.035, 0.035], [-0.014, -0.012, 0.026], [0.006, 0.003, 0.027], [0.002, -0.102, -0.276], [0.526, 0.111, 0.563], [0.056, 0.014, 0.055], [-0.139, -0.145, 0.060], [0.010, 0.038, -0.021], [-0.034, 0.033, -0.066], [0.031, 0.005, -0.044]]}